[1]
135
Properties=species:S:1:pos:R:3 method="wB97M-V/def2-TZVPD" orbital_gap_ev=5.181 homo_energy_ha=-0.32247 total_charge=+1 spin_multiplicity=1
C -8.461 4.156 3.618
C -7.445 3.576 3.960
C -6.174 2.871 4.534
N -6.423 1.476 5.037
B -7.689 1.349 5.897
O -8.976 1.204 5.331
C -7.622 1.315 7.521
C -6.491 2.262 8.142
C -6.359 0.407 3.975
C -5.875 1.009 2.587
N -5.473 -0.170 1.741
C -4.299 -0.515 2.075
O -3.385 -0.858 2.729
O -4.728 1.865 2.659
C -4.880 2.971 3.570
C -3.620 2.860 4.583
C -2.216 2.844 3.816
O -1.316 2.043 4.654
C -0.740 2.857 5.664
C -1.277 2.966 7.140
O 0.236 3.517 5.357
C -4.780 4.403 2.913
Cl -3.851 5.738 3.751
C -5.385 4.784 1.716
C -6.262 3.798 0.867
Cl -5.202 6.482 1.120
H -9.346 4.670 3.159
H -5.890 3.481 5.456
H -5.643 1.275 5.694
H -9.596 1.850 5.723
H -8.624 1.518 7.998
H -7.340 0.245 7.817
H -5.967 1.657 8.955
H -6.911 3.167 8.691
H -5.676 2.573 7.422
H -5.691 -0.427 4.369
H -7.363 -0.095 3.773
H -6.776 1.452 2.074
H -3.673 3.602 5.429
H -3.702 1.824 5.069
H -1.783 3.895 3.818
H -2.272 2.431 2.772
H -1.866 3.929 7.302
H -0.417 3.016 7.884
H -1.922 2.058 7.363
H -7.295 3.608 1.272
H -6.411 4.295 -0.150
H -5.741 2.814 0.627
O 5.943 0.111 2.866
P 4.779 0.998 3.325
N 4.926 2.116 2.025
C 6.113 2.925 1.813
C 4.474 1.565 0.753
N 5.511 1.500 4.788
C 5.921 2.846 5.143
C 6.435 0.549 5.413
N 3.354 1.935 3.877
C 2.200 1.041 4.047
C 2.888 3.206 3.339
H 5.916 3.683 1.047
H 6.980 2.332 1.507
H 6.374 3.499 2.700
H 3.442 1.203 0.847
H 5.100 0.726 0.428
H 4.468 2.321 -0.037
H 6.908 3.088 4.738
H 5.975 2.949 6.232
H 5.209 3.601 4.817
H 7.423 0.576 4.939
H 6.049 -0.469 5.346
H 6.561 0.764 6.478
H 1.801 0.724 3.076
H 1.404 1.520 4.619
H 2.497 0.141 4.599
H 2.443 3.100 2.342
H 3.679 3.954 3.284
H 2.125 3.635 3.995
O 3.363 -3.245 -4.593
P 3.977 -3.007 -3.207
N 5.411 -2.270 -3.804
C 6.358 -2.969 -4.654
C 5.182 -0.926 -4.327
N 4.142 -4.663 -2.806
C 5.379 -5.391 -2.594
C 3.156 -5.575 -3.392
N 4.586 -2.688 -1.552
C 3.570 -1.968 -0.771
C 5.902 -2.176 -1.193
H 7.272 -2.374 -4.763
H 5.957 -3.182 -5.650
H 6.695 -3.900 -4.204
H 4.709 -0.300 -3.560
H 4.528 -0.936 -5.206
H 6.119 -0.433 -4.597
H 5.817 -5.728 -3.539
H 5.194 -6.278 -1.980
H 6.119 -4.811 -2.047
H 3.405 -5.827 -4.429
H 2.159 -5.132 -3.376
H 3.091 -6.505 -2.820
H 3.489 -0.927 -1.102
H 3.797 -1.987 0.298
H 2.589 -2.442 -0.899
H 6.024 -1.117 -1.448
H 6.712 -2.737 -1.657
H 6.057 -2.275 -0.112
O -2.947 -3.989 -8.164
P -1.539 -3.570 -7.724
N -1.950 -1.915 -7.480
C -2.412 -1.054 -8.554
C -2.771 -1.702 -6.294
N -0.783 -3.908 -9.222
C -0.163 -2.953 -10.121
C -1.371 -4.988 -10.018
N 0.107 -3.175 -7.138
C 0.487 -4.083 -6.045
C 0.630 -1.849 -6.846
H -2.439 -0.013 -8.213
H -3.407 -1.330 -8.919
H -1.719 -1.046 -9.392
H -2.269 -2.116 -5.411
H -3.750 -2.186 -6.385
H -2.926 -0.638 -6.095
H -0.900 -2.470 -10.770
H 0.565 -3.460 -10.764
H 0.403 -2.187 -9.594
H -2.254 -4.647 -10.570
H -1.664 -5.824 -9.383
H -0.650 -5.383 -10.739
H -0.058 -3.839 -5.126
H 1.559 -4.042 -5.845
H 0.249 -5.120 -6.313
H 0.197 -1.419 -5.936
H 0.477 -1.147 -7.666
H 1.715 -1.902 -6.702



[2]
127
Properties=species:S:1:pos:R:3 method="wB97M-V/def2-TZVPD" orbital_gap_ev=5.217 homo_energy_ha=-0.12025 total_charge=-1 spin_multiplicity=1
C -3.645 2.526 -6.840
C -2.643 2.365 -5.668
C -3.231 1.477 -4.593
C -2.316 1.239 -3.395
C -3.130 0.408 -2.378
B -0.845 0.585 -3.734
P -0.998 -0.662 -5.290
C 0.158 -0.219 -6.694
C 1.348 -1.195 -6.859
C -0.721 -2.422 -4.765
C -2.014 -2.939 -4.147
O -0.240 -0.284 -2.658
C 0.527 0.524 -1.894
F -0.386 1.221 -1.067
C 1.426 -0.291 -0.971
O 0.722 -0.710 0.203
C 1.190 -0.099 1.375
C 2.439 -0.795 1.948
O 2.231 -1.196 3.301
C 2.000 -2.580 3.455
C 0.721 -3.077 2.805
C 1.225 1.498 -2.914
C 2.309 0.815 -3.733
C 2.777 1.638 -4.941
C 1.570 2.776 -2.118
C 2.979 3.365 -2.275
C 4.101 2.517 -1.652
C 5.119 3.354 -0.854
S 6.599 3.556 -1.832
O 7.663 4.166 -1.107
O 6.215 4.185 -3.046
O 7.015 2.040 -2.142
O 0.166 1.669 -3.821
H -4.406 1.755 -6.813
H -4.087 3.517 -6.809
H -3.144 2.405 -7.796
H -2.404 3.359 -5.297
H -1.730 1.953 -6.091
H -3.614 0.559 -5.020
H -4.118 2.008 -4.218
H -2.155 2.215 -2.931
H -3.764 -0.321 -2.881
H -2.497 -0.100 -1.659
H -3.818 1.093 -1.894
H -0.425 -0.312 -7.604
H 0.487 0.812 -6.636
H 0.993 -2.053 -7.422
H 2.173 -0.745 -7.403
H 1.653 -1.582 -5.893
H -0.428 -3.037 -5.613
H 0.071 -2.532 -4.022
H -2.814 -2.742 -4.855
H -1.962 -4.002 -3.930
H -2.258 -2.382 -3.249
H 1.816 -1.164 -1.484
H 2.269 0.316 -0.638
H 1.333 0.976 1.244
H 0.406 -0.227 2.116
H 2.604 -1.674 1.327
H 3.330 -0.172 1.893
H 2.849 -3.182 3.115
H 1.912 -2.751 4.526
H -0.148 -2.550 3.178
H 0.779 -3.002 1.726
H 0.604 -4.133 3.044
H 1.863 -0.096 -4.119
H 3.159 0.478 -3.140
H 3.865 1.710 -4.900
H 2.525 1.182 -5.888
H 2.424 2.659 -4.916
H 1.411 2.643 -1.054
H 0.868 3.542 -2.438
H 2.975 4.300 -1.715
H 3.238 3.634 -3.289
H 4.604 2.010 -2.465
H 3.717 1.750 -0.988
H 5.427 2.844 0.050
H 4.749 4.339 -0.622
H 7.863 2.125 -2.616
C -9.850 2.296 1.457
O -8.741 1.722 2.117
C -8.899 0.351 2.463
C -8.061 -0.557 1.583
N -8.568 -0.610 0.219
C -7.656 -1.214 -0.756
C -6.265 -0.614 -0.949
O -6.243 0.656 -1.563
C -6.517 1.749 -0.714
H -9.711 3.377 1.462
H -9.916 1.974 0.413
H -10.788 2.060 1.968
H -9.953 0.057 2.445
H -8.541 0.248 3.491
H -8.075 -1.567 2.006
H -7.029 -0.187 1.628
H -8.785 0.327 -0.091
H -8.162 -1.172 -1.724
H -7.543 -2.274 -0.506
H -5.727 -1.274 -1.635
H -5.678 -0.602 -0.022
H -6.113 1.597 0.291
H -7.592 1.950 -0.662
H -6.041 2.628 -1.150
C 5.323 -3.825 5.767
O 6.099 -2.707 6.150
C 5.440 -1.454 5.979
C 5.033 -0.849 7.308
N 3.949 -1.595 7.935
C 3.704 -1.267 9.338
C 4.838 -1.426 10.350
O 5.216 -2.762 10.621
C 6.075 -3.357 9.665
H 5.984 -4.689 5.712
H 4.546 -4.048 6.507
H 4.859 -3.671 4.790
H 4.585 -1.542 5.303
H 6.165 -0.783 5.511
H 4.703 0.181 7.141
H 5.932 -0.818 7.937
H 4.147 -2.584 7.871
H 2.883 -1.907 9.670
H 3.339 -0.236 9.390
H 4.470 -1.031 11.301
H 5.718 -0.824 10.091
H 6.788 -2.638 9.255
H 5.504 -3.822 8.858
H 6.630 -4.147 10.172



[3]
160
Properties=species:S:1:pos:R:3 method="wB97M-V/def2-TZVPD" orbital_gap_ev=7.239 homo_energy_ha=-0.42679 total_charge=+1 spin_multiplicity=1
C 1.227 -1.952 -1.849
C 2.694 -1.631 -1.468
S 3.313 -0.242 -2.466
C 2.419 1.240 -1.885
P 3.096 2.724 -2.711
C 2.456 4.290 -1.933
O 2.392 4.121 -0.554
C 1.870 5.335 0.036
B 5.048 2.797 -2.688
O 5.650 3.951 -3.150
O 5.810 1.778 -2.157
C 2.339 2.707 -4.451
O 1.431 1.969 -4.605
C 2.906 3.679 -5.508
F 3.997 3.166 -6.079
F 3.331 4.739 -4.802
C 1.885 4.219 -6.533
F 0.979 4.860 -5.781
F 2.453 5.123 -7.295
C 1.110 3.176 -7.416
F 0.894 3.763 -8.601
F -0.071 2.941 -6.892
C 1.843 1.859 -7.719
O 1.454 0.804 -7.341
O 2.941 1.997 -8.506
H 0.939 -2.939 -1.499
H 0.593 -1.168 -1.431
H 1.158 -1.880 -2.935
H 2.782 -1.457 -0.395
H 3.345 -2.475 -1.702
H 2.421 1.409 -0.804
H 1.379 1.182 -2.224
H 1.447 4.444 -2.345
H 3.101 5.122 -2.237
H 2.591 5.701 0.762
H 1.684 6.081 -0.739
H 0.913 5.141 0.520
H 6.198 3.731 -3.913
H 6.075 1.176 -2.865
H 3.700 1.619 -8.055
O -3.518 -2.797 -5.582
S -3.704 -1.938 -4.451
O -4.489 -0.745 -4.559
O -2.266 -1.551 -3.860
C -1.301 -0.959 -4.745
C -1.640 0.473 -5.113
C -4.267 -2.875 -3.073
H -1.183 -1.575 -5.638
H -0.357 -0.992 -4.201
H -2.547 0.522 -5.714
H -0.829 0.913 -5.690
H -1.810 1.073 -4.216
H -3.650 -3.764 -2.978
H -5.299 -3.154 -3.272
H -4.210 -2.254 -2.182
O -0.193 1.367 1.231
S -1.120 2.192 1.951
O -0.824 3.581 2.171
O -1.467 1.506 3.339
C -0.375 1.182 4.241
C 0.193 2.414 4.917
C -2.714 2.058 1.215
H 0.403 0.631 3.709
H -0.789 0.515 4.995
H 0.675 3.079 4.202
H 0.936 2.123 5.659
H -0.595 2.985 5.409
H -2.945 1.007 1.065
H -2.675 2.576 0.259
H -3.445 2.532 1.865
O -1.430 -0.929 7.225
S -2.359 -0.110 7.952
O -2.084 1.276 8.183
O -2.700 -0.822 9.336
C -1.607 -1.166 10.212
C -1.015 0.042 10.912
C -3.956 -0.254 7.224
H -0.847 -1.715 9.654
H -2.028 -1.850 10.946
H -0.535 0.717 10.205
H -0.266 -0.275 11.638
H -1.792 0.606 11.427
H -4.182 -1.305 7.070
H -3.922 0.273 6.273
H -4.684 0.212 7.884
O 7.686 -3.161 -3.144
S 6.530 -3.733 -3.765
O 5.356 -4.027 -2.997
O 6.966 -5.025 -4.585
C 7.676 -6.070 -3.884
C 6.777 -6.881 -2.972
C 6.057 -2.747 -5.147
H 8.516 -5.639 -3.337
H 8.089 -6.710 -4.662
H 6.394 -6.277 -2.150
H 7.330 -7.718 -2.547
H 5.919 -7.266 -3.523
H 6.937 -2.540 -5.751
H 5.639 -1.823 -4.751
H 5.305 -3.282 -5.720
O -5.495 0.770 -0.694
S -6.737 1.482 -0.592
O -6.750 2.879 -0.278
O -7.685 0.706 0.434
C -7.181 0.442 1.755
C -7.148 1.681 2.630
C -7.697 1.214 -2.043
H -6.195 -0.024 1.686
H -7.859 -0.295 2.183
H -6.434 2.413 2.257
H -6.861 1.415 3.648
H -8.126 2.160 2.652
H -7.712 0.151 -2.267
H -7.218 1.765 -2.849
H -8.701 1.594 -1.872
O 2.322 -2.943 1.895
S 2.338 -2.477 3.252
O 2.627 -1.105 3.545
O 3.302 -3.414 4.106
C 4.663 -3.583 3.658
C 5.522 -2.362 3.920
C 0.828 -2.917 4.043
H 4.670 -3.857 2.601
H 5.048 -4.434 4.216
H 5.193 -1.508 3.329
H 6.561 -2.571 3.662
H 5.468 -2.073 4.970
H 0.618 -3.965 3.846
H 0.050 -2.286 3.619
H 0.923 -2.728 5.109
O -3.781 -6.001 -3.625
S -2.946 -6.974 -4.266
O -3.477 -7.841 -5.271
O -2.224 -7.848 -3.141
C -3.053 -8.513 -2.165
C -3.771 -9.722 -2.732
C -1.507 -6.180 -4.899
H -3.757 -7.798 -1.734
H -2.376 -8.823 -1.372
H -4.498 -9.435 -3.490
H -4.300 -10.251 -1.939
H -3.061 -10.403 -3.201
H -1.086 -5.540 -4.128
H -1.824 -5.586 -5.755
H -0.797 -6.941 -5.211
O -0.173 5.847 5.275
S -0.626 6.839 4.345
O 0.317 7.597 3.575
O -1.607 7.842 5.108
C -1.120 8.491 6.299
C -0.125 9.596 6.001
C -1.808 6.134 3.252
H -0.698 7.746 6.976
H -2.001 8.908 6.783
H 0.792 9.199 5.568
H 0.136 10.124 6.919
H -0.543 10.307 5.289
H -2.542 5.577 3.828
H -1.263 5.468 2.589
H -2.279 6.933 2.684